Density functional theory data (ωB97M-V/def2-TZVPD) for a 10-piece molecular cluster, C15H50N6O10 overall in a non-equilibrium geometry.

Bonds (Å) are listed after each position.
Element x y z (Å)
1 C 4.8903 2.4873 -0.4166  C2 1.564, H4 1.057, H5 1.083, H6 1.102
2 C 4.2433 1.2043 0.2014  C1 1.564, O3 1.413, H7 1.130, H8 1.101
3 O 2.9353 1.0353 -0.3056  C2 1.413, H9 0.970
4 H 4.2703 3.2773 -0.0876  C1 1.057
5 H 4.9103 2.4183 -1.4976  C1 1.083
6 H 5.9043 2.6863 -0.0336  C1 1.102
7 H 4.1203 1.4073 1.3064  C2 1.130
8 H 4.8723 0.3153 0.0414  C2 1.101
9 H 2.4053 1.7293 0.1164  O3 0.970
10 C 3.8073 -2.1547 0.8674  C11 1.549, H13 1.095, H14 1.139, H15 1.110
11 C 3.2313 -2.7797 -0.4276  C10 1.549, O12 1.384, H16 1.080, H17 1.099
12 O 1.8563 -2.9317 -0.4726  C11 1.384, H18 0.948
13 H 3.2733 -1.2297 1.1074  C10 1.095
14 H 4.9243 -1.9467 0.7934  C10 1.139
15 H 3.6263 -2.6567 1.8404  C10 1.110
16 H 3.7533 -3.7227 -0.4996  C11 1.080
17 H 3.5083 -2.1967 -1.3166  C11 1.099
18 H 1.5243 -2.0727 -0.6986  O12 0.948
19 C 2.1623 3.1703 2.4504  C20 1.556, H22 1.083, H23 1.103, H24 1.067
20 C 0.9193 2.2383 2.5394  C19 1.556, O21 1.374, H25 1.108, H26 1.071
21 O 1.2543 0.9523 2.1894  C20 1.374, H27 0.947
22 H 2.4743 3.5343 1.4794  C19 1.083
23 H 3.0273 2.6583 2.9034  C19 1.103
24 H 1.8973 3.9713 3.1044  C19 1.067
25 H 0.0863 2.6653 1.9464  C20 1.108
26 H 0.4673 2.1923 3.5094  C20 1.071
27 H 1.5053 0.5753 3.0214  O21 0.947
28 C -3.1477 1.0373 -3.7296  C29 1.516, H31 1.061, H32 1.089, H33 1.083
29 C -2.8547 2.2063 -2.8106  C28 1.516, O30 1.413, H34 1.122, H35 1.054
30 O -4.0047 2.7643 -2.2086  C29 1.413, H36 0.946
31 H -2.2267 0.5523 -3.9366  C28 1.061
32 H -3.6687 1.3783 -4.6236  C28 1.089
33 H -3.7167 0.2893 -3.1906  C28 1.083
34 H -2.3987 3.0243 -3.4286  C29 1.122
35 H -2.0907 1.9613 -2.1276  C29 1.054
36 H -3.7547 3.3393 -1.5006  O30 0.946
37 C -0.9767 -3.8997 -2.5726  C38 1.449, H40 1.028, H41 1.035, H42 1.111
38 C -1.2617 -4.4367 -1.2576  C37 1.449, O39 1.407, H43 1.124, H44 1.094
39 O -2.6467 -4.3447 -1.0286  C38 1.407, H45 0.966
40 H -0.0647 -4.2327 -2.9096  C37 1.028
41 H -1.0707 -2.8707 -2.5156  C37 1.035
42 H -1.6667 -4.3127 -3.3386  C37 1.111
43 H -0.8327 -3.7927 -0.4426  C38 1.124
44 H -0.7787 -5.4167 -1.1976  C38 1.094
45 H -2.8947 -3.4327 -0.8306  O39 0.966
46 C -0.0767 -0.3067 -1.1796  O47 1.360, N48 1.293, N49 1.293
47 O -1.1957 -0.6547 -1.8696  C46 1.360
48 N -0.0317 0.1553 0.0274  C46 1.293, H50 1.005, H51 0.986
49 N 1.1143 -0.5207 -1.6366  C46 1.293, H52 1.000, H53 1.066
50 H -0.9067 0.2413 0.5144  N48 1.005
51 H 0.8113 0.2023 0.5364  N48 0.986
52 H 1.0903 -0.8997 -2.5616  N49 1.000
53 H 1.8903 0.1343 -1.3126  N49 1.066
54 C -3.2207 -1.9597 0.6474  O55 1.420, N56 1.255, N57 1.307
55 O -2.1447 -1.5587 1.4834  C54 1.420
56 N -4.2937 -2.4357 1.0904  C54 1.255, H58 1.028, H59 0.969
57 N -3.3057 -1.6907 -0.6286  C54 1.307, H60 1.026, H61 1.086
58 H -4.2277 -2.6267 2.0984  N56 1.028
59 H -5.0947 -2.6787 0.6014  N56 0.969
60 H -2.4737 -1.2397 -1.0246  N57 1.026
61 H -4.1537 -1.8867 -1.2786  N57 1.086
62 C -0.1987 3.8673 -0.4026  O63 1.366, N64 1.322, N65 1.275
63 O 0.2163 5.1533 -0.6006  C62 1.366
64 N 0.6283 2.8503 -0.5716  C62 1.322, H66 0.993, H67 1.044
65 N -1.3937 3.5413 -0.0996  C62 1.275, H68 1.021, H69 1.049
66 H 1.4723 3.0123 -1.0686  N64 0.993
67 H 0.4093 1.8443 -0.3976  N64 1.044
68 H -2.0307 4.3183 0.0844  N65 1.021
69 H -1.7257 2.5873 0.1844  N65 1.049
70 C 0.7223 -2.5387 2.5664  O71 1.417, H72 1.067, H73 1.056, H74 1.093
71 O -0.1867 -1.9687 3.4924  C70 1.417, H75 0.952
72 H 1.5803 -3.0177 2.9834  C70 1.067
73 H 1.1183 -1.7967 1.9284  C70 1.056
74 H 0.2283 -3.2547 1.9054  C70 1.093
75 H -0.9537 -1.8557 2.9394  O71 0.952
76 C -2.4727 1.5153 2.2284  O77 1.399, H78 1.131, H79 1.098, H80 1.125
77 O -2.3717 1.1743 0.8754  C76 1.399, H81 0.929
78 H -3.4657 1.1663 2.6424  C76 1.131
79 H -2.2057 2.5513 2.4744  C76 1.098
80 H -1.7207 0.8873 2.7804  C76 1.125
81 H -3.2277 1.0453 0.5384  O77 0.929

For the highest occupied orbital energy, the calculation gives -9.19 eV. The total charge is 0. For the calculated total energy, the calculation gives -45778.525 eV. For the energy above the lowest of the compared OMol25 structures with the same formula, charge and spin, the calculation gives 589.0 kJ/mol. For the largest force on an atom, the calculation gives 8.41 eV Å⁻¹.

***

Density functional theory data (ωB97M-V/def2-TZVPD) for a 10-piece molecular cluster, C15H50N6O10 overall in a non-equilibrium geometry.

Bonds (Å) are listed after each position.
Element x y z (Å)
1 O 1.6782 1.5274 2.8568  H2 0.964, H3 0.960
2 H 1.4277 0.6046 2.9780  O1 0.964
3 H 0.8741 2.0519 2.8425  O1 0.960
4 O 1.9804 0.0130 -3.4475  H5 0.952, H6 0.967
5 H 1.1335 -0.4206 -3.4583  O4 0.952
6 H 2.0489 0.1384 -2.4910  O4 0.967
7 O -0.2482 -2.6612 -4.1768  H8 0.972, H9 0.971
8 H -1.1324 -2.8386 -4.5383  O7 0.972
9 H -0.3673 -2.2310 -3.3147  O7 0.971
10 C -3.4109 -0.0393 -2.2147  C11 1.522, H14 1.089, H15 1.110, H16 1.120
11 C -4.6380 -0.8710 -1.8717  C10 1.522, C12 1.543, O13 1.399, H17 1.093
12 C -5.2603 -1.5252 -3.1234  C11 1.543, H18 1.102, H19 1.114, H20 1.096
13 O -4.1728 -1.8494 -0.9868  C11 1.399, H21 0.969
14 H -2.6723 -0.6623 -2.7170  C10 1.089
15 H -3.0609 0.4412 -1.2777  C10 1.110
16 H -3.6985 0.7989 -2.9002  C10 1.120
17 H -5.3719 -0.2242 -1.3839  C11 1.093
18 H -5.6258 -0.7521 -3.8191  C12 1.102
19 H -6.1398 -2.1336 -2.8128  C12 1.114
20 H -4.4664 -2.0787 -3.6377  C12 1.096
21 H -4.9009 -2.4258 -0.7096  O13 0.969
22 C -0.6648 2.4860 -2.9627  C23 1.488, H26 1.066, H27 1.093, H28 1.082
23 C 0.1342 3.6416 -2.4732  C22 1.488, C24 1.510, O25 1.465, H29 1.090
24 C 0.2781 3.7248 -0.9723  C23 1.510, H30 1.063, H31 1.075, H32 1.083
25 O 1.4885 3.4533 -2.9987  C23 1.465, H33 0.958
26 H -1.6469 2.8430 -2.7539  C22 1.066
27 H -0.5020 1.5996 -2.3438  C22 1.093
28 H -0.4603 2.2483 -3.9985  C22 1.082
29 H -0.1506 4.5508 -3.0026  C23 1.090
30 H -0.6918 3.9353 -0.5910  C24 1.063
31 H 1.0028 4.4628 -0.6793  C24 1.075
32 H 0.7009 2.7781 -0.6602  C24 1.083
33 H 1.6781 2.5447 -3.2362  O25 0.958
34 C -3.6454 3.0294 0.4037  C35 1.558, H38 1.086, H39 1.089, H40 1.074
35 C -3.1515 2.6662 1.8361  C34 1.558, C36 1.567, O37 1.417, H41 1.097
36 C -1.7896 3.4138 2.0426  C35 1.567, H42 1.090, H43 1.062, H44 1.074
37 O -4.0417 2.9930 2.8884  C35 1.417, H45 0.960
38 H -2.8716 2.5510 -0.1895  C34 1.086
39 H -3.5089 4.1051 0.3075  C34 1.089
40 H -4.6145 2.7471 0.0362  C34 1.074
41 H -3.0937 1.5732 1.9053  C35 1.097
42 H -1.2876 3.2690 2.9993  C36 1.090
43 H -1.9481 4.4567 1.9205  C36 1.062
44 H -1.0640 3.1192 1.3077  C36 1.074
45 H -3.9569 3.9176 3.1336  O37 0.960
46 C 1.2508 -3.1536 2.5603  C47 1.504, H50 1.117, H51 1.074, H52 1.121
47 C 0.3267 -2.4686 3.5299  C46 1.504, C48 1.535, O49 1.450, H53 1.114
48 C 0.9698 -2.3531 4.9187  C47 1.535, H54 1.104, H55 1.070, H56 1.135
49 O -0.0001 -1.1521 3.0188  C47 1.450, H57 0.978
50 H 2.1063 -2.4623 2.3685  C46 1.117
51 H 0.7634 -3.3608 1.6256  C46 1.074
52 H 1.6122 -4.1172 3.0050  C46 1.121
53 H -0.6420 -2.9958 3.6839  C47 1.114
54 H 0.9414 -3.3584 5.3739  C48 1.104
55 H 0.4953 -1.7622 5.6747  C48 1.070
56 H 2.0648 -2.0587 4.8613  C48 1.135
57 H -0.5017 -0.7025 3.7282  O49 0.978
58 C 4.5917 -1.8079 -1.8545  O59 1.225, N60 1.380, N61 1.391
59 O 4.1726 -0.9413 -1.0976  C58 1.225
60 N 3.9634 -2.1809 -3.0250  C58 1.380, H62 1.036, H63 1.000
61 N 5.7678 -2.5169 -1.6349  C58 1.391, H64 1.024, H65 1.044
62 H 3.1346 -1.6547 -3.3566  N60 1.036
63 H 4.5275 -2.5633 -3.7574  N60 1.000
64 H 5.8490 -3.3858 -2.1709  N61 1.024
65 H 5.9816 -2.4961 -0.6131  N61 1.044
66 C 4.2537 -0.9610 2.6854  O67 1.251, N68 1.385, N69 1.306
67 O 4.9539 -1.9856 2.5310  C66 1.251
68 N 3.6968 -0.2212 1.6554  C66 1.385, H70 1.023, H71 1.009
69 N 4.0056 -0.5472 3.8992  C66 1.306, H72 1.012, H73 1.020
70 H 3.8969 -0.3931 0.6673  N68 1.023
71 H 3.3996 0.7327 1.7979  N68 1.009
72 H 4.4862 -1.1273 4.5745  N69 1.012
73 H 3.6446 0.3765 4.1366  N69 1.020
74 C -0.0783 -1.1209 -0.5238  O75 1.260, N76 1.362, N77 1.383
75 O -0.1183 -1.1366 -1.7831  C74 1.260
76 N -1.1872 -1.2399 0.2573  C74 1.362, H78 1.017, H79 1.006
77 N 1.1818 -0.9412 0.0176  C74 1.383, H80 1.019, H81 1.011
78 H -2.1106 -1.1774 -0.1641  N76 1.017
79 H -1.0558 -1.5028 1.2191  N76 1.006
80 H 1.4477 -1.1596 0.9766  N77 1.019
81 H 2.0393 -1.0749 -0.5007  N77 1.011

For the highest occupied orbital energy, the calculation gives -9.51 eV. The total charge is 0. For the calculated total energy, the calculation gives -45784.629 eV. For the energy above the lowest of the compared OMol25 structures with the same formula, charge and spin, the calculation gives 0.0 kJ/mol. For the largest force on an atom, the calculation gives 4.09 eV Å⁻¹.

***

Density functional theory data (ωB97M-V/def2-TZVPD) for a 9-piece molecular cluster, C15H51O18P3 overall in a non-equilibrium geometry.

Bonds (Å) are listed after each position.
Element x y z (Å)
1 C 19.2436 -5.1629 -1.9044  O2 1.424, H3 1.090, H4 1.090, H5 1.090
2 O 19.0158 -6.3228 -2.6991  C1 1.424, H6 0.960
3 H 18.4055 -4.8530 -1.2801  C1 1.090
4 H 20.0881 -5.4208 -1.2654  C1 1.090
5 H 19.6238 -4.3175 -2.4780  C1 1.090
6 H 18.7744 -5.8470 -3.4972  O2 0.960
7 C 24.9634 -4.4611 -0.6369  O8 1.419, H9 1.090, H10 1.090, H11 1.090
8 O 24.5077 -4.8240 -1.9306  C7 1.419, H12 0.960
9 H 25.2192 -3.4016 -0.6440  C7 1.090
10 H 24.1495 -4.6057 0.0736  C7 1.090
11 H 25.8569 -5.0363 -0.3943  C7 1.090
12 H 25.2625 -4.6406 -2.4947  O8 0.960
13 C 21.3946 -0.5152 -5.3545  O14 1.449, H15 1.090, H16 1.090, H17 1.090
14 O 20.0686 -0.3733 -5.9221  C13 1.449, H18 0.960
15 H 21.7442 -1.5332 -5.1826  C13 1.090
16 H 22.1027 -0.0692 -6.0529  C13 1.090
17 H 21.3409 0.0090 -4.4003  C13 1.090
18 H 19.8076 0.5347 -5.7517  O14 0.960
19 C 20.4371 -5.7709 -7.2640  O20 1.388, H21 1.090, H22 1.090, H23 1.090
20 O 19.4349 -4.9407 -6.7810  C19 1.388, H24 0.960
21 H 20.2005 -6.1381 -8.2627  C19 1.090
22 H 21.3976 -5.2842 -7.4334  C19 1.090
23 H 20.6877 -6.6180 -6.6255  C19 1.090
24 H 19.7207 -4.0253 -6.8251  O20 0.960
25 C 14.3990 -5.1166 -3.6845  O26 1.416, H27 1.090, H28 1.090, H29 1.090
26 O 13.4326 -4.1512 -3.3129  C25 1.416, H30 0.960
27 H 14.3043 -5.4178 -4.7278  C25 1.090
28 H 15.4218 -4.7416 -3.6484  C25 1.090
29 H 14.3820 -6.0567 -3.1333  C25 1.090
30 H 13.5970 -3.9080 -2.3989  O26 0.960
31 C 18.3844 -10.7322 -0.7054  O32 1.423, H33 1.090, H34 1.090, H35 1.090
32 O 18.3332 -9.4324 -0.1285  C31 1.423, H36 0.960
33 H 19.0005 -10.6895 -1.6035  C31 1.090
34 H 18.7549 -11.4315 0.0442  C31 1.090
35 H 17.3865 -11.0044 -1.0492  C31 1.090
36 H 18.4293 -8.7911 -0.8364  O32 0.960
37 C 26.9436 -12.1380 0.9543  O38 1.476, H45 1.090, H46 1.090, H47 1.090
38 O 25.8938 -13.0335 0.4298  C37 1.476, P39 1.577
39 P 25.4002 -12.8200 -1.0528  O38 1.577, O40 1.484, O41 1.613, O43 1.623
40 O 26.5192 -12.7370 -2.0248  P39 1.484
41 O 24.3452 -14.0261 -1.2373  P39 1.613, C42 1.419
42 C 23.2870 -14.1455 -0.2991  O41 1.419, H48 1.090, H49 1.090, H50 1.090
43 O 24.4924 -11.4769 -0.9658  P39 1.623, C44 1.407
44 C 24.1546 -10.7823 -2.1420  O43 1.407, H51 1.090, H52 1.090, H53 1.090
45 H 26.5748 -11.7798 1.9154  C37 1.090
46 H 27.0500 -11.2048 0.4010  C37 1.090
47 H 27.9036 -12.6209 1.1366  C37 1.090
48 H 23.3154 -13.4424 0.5332  C42 1.090
49 H 23.2754 -15.0936 0.2385  C42 1.090
50 H 22.3319 -13.9790 -0.7973  C42 1.090
51 H 23.5592 -11.3589 -2.8499  C44 1.090
52 H 25.0233 -10.3949 -2.6743  C44 1.090
53 H 23.5571 -9.8991 -1.9159  C44 1.090
54 C 20.5342 -1.2504 2.5463  O55 1.430, H62 1.090, H63 1.090, H64 1.090
55 O 19.5560 -0.6730 1.6777  C54 1.430, P56 1.620
56 P 19.4899 0.9026 1.3082  O55 1.620, O57 1.491, O58 1.652, O60 1.645
57 O 19.5619 1.8044 2.4939  P56 1.491
58 O 20.6969 1.1293 0.2038  P56 1.652, C59 1.427
59 C 21.1096 2.4551 -0.1252  O58 1.427, H65 1.090, H66 1.090, H67 1.090
60 O 18.2012 1.0221 0.2926  P56 1.645, C61 1.426
61 C 18.1003 0.0830 -0.7752  O60 1.426, H68 1.090, H69 1.090, H70 1.090
62 H 20.8692 -2.1894 2.1058  C54 1.090
63 H 20.1686 -1.4409 3.5553  C54 1.090
64 H 21.3380 -0.5226 2.6580  C54 1.090
65 H 20.5514 3.2831 0.3117  C59 1.090
66 H 21.1762 2.5812 -1.2059  C59 1.090
67 H 22.1621 2.6097 0.1120  C59 1.090
68 H 17.8932 0.6060 -1.7089  C61 1.090
69 H 17.2157 -0.5032 -0.5261  C61 1.090
70 H 18.9755 -0.5472 -0.9334  C61 1.090
71 C 10.5870 -4.2656 3.9108  O72 1.436, H79 1.090, H80 1.090, H81 1.090
72 O 11.5410 -3.7682 2.9603  C71 1.436, P73 1.650
73 P 12.8932 -4.6451 2.6086  O72 1.650, O74 1.500, O75 1.646, O77 1.623
74 O 13.6058 -4.0806 1.4154  P73 1.500
75 O 13.7220 -4.7039 4.0293  P73 1.646, C76 1.403
76 C 14.9761 -5.3316 4.0840  O75 1.403, H82 1.090, H83 1.090, H84 1.090
77 O 12.3290 -6.1501 2.3808  P73 1.623, C78 1.419
78 C 11.3666 -6.3888 1.3663  O77 1.419, H85 1.090, H86 1.090, H87 1.090
79 H 10.5462 -3.7152 4.8507  C71 1.090
80 H 10.9038 -5.2018 4.3705  C71 1.090
81 H 9.5865 -4.4921 3.5421  C71 1.090
82 H 15.2022 -6.1237 3.3701  C76 1.090
83 H 15.1700 -5.7174 5.0848  C76 1.090
84 H 15.8041 -4.6227 4.0841  C76 1.090
85 H 11.9104 -6.8476 0.5405  C78 1.090
86 H 10.8030 -5.5117 1.0483  C78 1.090
87 H 10.6406 -7.1364 1.6860  C78 1.090

For the highest occupied orbital energy, the calculation gives -10.18 eV. The total charge is 0. For the calculated total energy, the calculation gives -81105.163 eV. For the energy above the lowest of the compared OMol25 structures with the same formula, charge and spin, the calculation gives 331.7 kJ/mol. For the largest force on an atom, the calculation gives 2.78 eV Å⁻¹.